53
Properties=species:S:1:pos:R:3:forces:R:3:mulliken_charge:R:1 method="wB97M-V/def2-TZVPD" lumo_ev=0.153 homo_lumo_gap_ev=8.274 de_lowest_ev=15.317
C 0.0834 -1.2182 -0.6056 -0.89 -0.34 -0.09 1.88
Cl -1.0349 -1.3076 -2.1079 0.58 -4.56 13.93 -0.22
Cl 1.7976 -1.5139 -0.9813 -1.33 -0.41 -0.06 -0.12
Cl -0.5316 -2.2365 0.7183 0.63 2.53 -7.50 -0.17
H -0.1074 -0.2133 -0.2290 1.07 -0.56 -0.76 -1.16
C -0.4203 1.5892 1.3291 5.55 1.40 2.63 -1.50
O 0.9333 1.8498 1.7333 -0.47 0.93 -0.17 -0.40
C 1.8947 1.5721 0.8920 -1.15 -1.42 -2.99 0.92
O 1.7969 1.2138 -0.2926 -0.16 1.07 1.99 -0.64
O 2.9899 1.6619 1.5485 1.92 0.91 1.86 -0.38
C 4.1915 1.0694 1.1385 0.34 -0.48 -1.07 -0.64
H -0.6220 0.5728 1.6673 0.85 0.30 0.21 0.70
H -0.7132 1.6815 0.2832 4.39 1.89 0.70 0.64
H -1.0875 2.2026 1.9346 3.32 0.32 -0.10 0.35
H 4.1879 0.0323 1.4740 0.29 0.08 0.29 0.27
H 5.0150 1.6634 1.5347 -0.17 -0.24 0.17 0.24
H 4.2793 1.0276 0.0529 -0.12 0.21 -0.08 0.31
C -0.4107 -3.3765 2.8246 -0.80 -2.00 3.61 -0.79
O 0.3488 -2.8583 3.9514 -0.13 1.39 -0.62 -0.20
C 0.7954 -3.6293 4.9156 1.29 0.13 0.38 0.66
O 0.6100 -4.8079 4.9843 0.17 -0.35 0.59 -0.54
O 1.5863 -2.8483 5.7703 -0.46 -0.75 -1.36 -0.29
C 2.5443 -3.4957 6.6062 0.17 -0.12 1.32 -0.72
H -1.4470 -3.5146 3.1329 -0.13 -0.17 0.34 0.35
H -0.0445 -4.3577 2.5228 0.30 0.24 -0.18 0.33
H -0.4457 -2.6173 2.0433 1.09 -1.56 5.68 0.24
H 3.1030 -4.3512 6.2266 -0.75 -0.18 -0.54 0.31
H 2.1000 -3.7235 7.5752 -0.37 -0.58 -0.18 0.30
H 3.3400 -2.8256 6.9316 -0.23 0.80 -0.74 0.28
C -0.8636 -0.0985 -3.8928 -0.04 3.57 -5.09 -0.21
O 0.0099 -0.2261 -4.9994 1.49 1.02 -3.40 -0.33
C 0.3359 0.8582 -5.8709 -1.00 -1.67 0.20 0.62
O 0.0613 2.0004 -5.6477 0.22 -0.21 -0.03 -0.52
O 0.9107 0.3810 -7.0464 -0.13 0.76 2.05 -0.31
C 1.1063 1.3507 -8.1143 -0.15 -0.48 -0.25 -0.64
H -0.4336 0.6525 -3.2299 -0.31 -0.08 0.10 0.07
H -0.9090 -1.0448 -3.3538 1.58 1.59 -8.69 0.09
H -1.8951 0.0859 -4.1930 -0.14 0.79 -0.24 0.40
H 0.1281 1.4497 -8.5848 0.22 0.35 -0.17 0.29
H 1.8287 0.9240 -8.8102 -0.33 -0.58 0.07 0.26
H 1.5660 2.3176 -7.9098 -0.48 -0.02 1.00 0.30
C -3.7697 2.1553 2.3246 -1.61 0.31 1.09 -0.81
O -2.4928 1.8699 1.8469 -3.62 -1.37 -1.37 -0.21
C -2.2959 1.4548 0.5376 -2.17 -1.14 -3.09 0.55
O -1.6741 0.4575 0.1618 -8.03 -0.49 -0.50 -0.35
O -2.6317 2.4347 -0.3334 -0.63 0.56 2.35 -0.37
C -2.8165 2.2914 -1.7234 0.27 -1.40 -1.12 -0.50
H -4.4635 2.4449 1.5353 -0.08 -0.20 0.17 0.32
H -3.7231 2.9369 3.0828 0.49 0.66 -0.55 0.30
H -4.1081 1.3613 2.9904 -0.35 -0.68 -0.75 0.31
H -1.9057 2.0111 -2.2525 0.24 0.09 0.31 0.13
H -3.1780 3.2118 -2.1820 -0.04 0.07 0.67 0.30
H -3.5188 1.4790 -1.9096 -0.18 0.08 -0.01 0.33

***

50
Properties=species:S:1:pos:R:3:forces:R:3:mulliken_charge:R:1 method="wB97M-V/def2-TZVPD" smiles="CCC[C@H]1OS(=O)(=O)O[C@@H]1Cl.CCOC(=O)OC.CCOC(=O)OC" lumo_ev=0.476 homo_lumo_gap_ev=11.383
C 1.4906 -1.0948 0.0209 -0.01 0.01 -0.04 -1.14
C 0.9649 -0.5828 1.3733 0.15 0.08 -0.13 -0.33
C -0.4217 0.0599 1.3139 -0.04 0.01 0.10 -1.01
C -1.4884 -0.7663 0.5895 0.00 0.17 0.06 0.10
O -1.1982 -2.1851 0.6139 -0.04 0.13 -0.06 -0.37
S -1.8365 -2.8967 1.8767 -0.02 0.10 0.07 1.16
O -2.6578 -3.9569 1.4270 0.02 -0.06 0.06 -0.54
O -0.8693 -3.0935 2.8942 0.01 -0.07 0.00 -0.55
O -2.7387 -1.6360 2.3385 -0.08 -0.02 -0.09 -0.33
C -2.8453 -0.6992 1.2932 -0.02 -0.03 -0.05 -0.13
Cl -4.1815 -1.1175 0.1856 0.00 0.07 0.03 -0.14
H 1.4819 -2.1828 -0.0329 -0.03 0.03 0.01 0.25
H 0.8892 -0.7340 -0.8183 0.06 0.05 0.04 0.28
H 2.5143 -0.7616 -0.1522 -0.03 -0.04 0.00 0.37
H 0.9616 -1.3847 2.1122 -0.02 0.00 -0.06 0.30
H 1.6475 0.1831 1.7482 -0.06 -0.04 0.09 0.36
H -0.3490 1.0233 0.8003 -0.09 -0.04 0.00 0.35
H -0.7657 0.2685 2.3317 0.09 -0.01 -0.01 0.34
H -1.5931 -0.4711 -0.4511 0.09 -0.27 -0.05 0.58
H -3.0783 0.2688 1.7247 0.07 -0.03 0.04 0.44
C -5.1558 -1.5041 -3.2018 -0.03 -0.01 -0.01 -0.92
C -5.1128 -2.0574 -4.6074 0.01 -0.02 -0.01 -0.37
O -5.4501 -1.0515 -5.5858 -0.05 0.14 0.17 -0.35
C -4.4761 -0.1948 -5.8808 0.23 -0.46 -0.53 0.79
O -3.3454 -0.2296 -5.4643 -0.09 0.17 0.21 -0.56
O -4.9301 0.6502 -6.8072 -0.06 0.11 0.14 -0.33
C -3.9617 1.5976 -7.2695 -0.02 0.01 0.02 -0.63
H -6.1320 -1.0654 -2.9930 0.00 -0.01 0.01 0.29
H -4.9787 -2.3108 -2.4890 0.00 0.01 0.00 0.33
H -4.3864 -0.7470 -3.0600 0.01 0.00 0.00 0.31
H -5.8641 -2.8300 -4.7553 -0.01 0.02 0.00 0.30
H -4.1311 -2.4653 -4.8452 0.00 0.02 0.00 0.33
H -3.0701 1.0889 -7.6303 -0.01 -0.01 -0.01 0.30
H -3.6849 2.2795 -6.4670 0.01 0.00 -0.01 0.29
H -4.4483 2.1376 -8.0755 0.01 0.01 0.01 0.21
C 5.4586 0.5922 5.8516 -0.02 0.01 0.00 -1.10
C 5.1413 0.2128 4.4232 -0.01 -0.03 -0.02 -0.23
O 4.6303 1.3358 3.6736 -0.01 0.06 0.07 -0.31
C 5.5468 2.2045 3.2519 0.04 -0.15 -0.21 0.76
O 6.7383 2.1126 3.4018 -0.04 0.05 0.08 -0.56
O 4.9235 3.1809 2.5901 0.00 0.02 0.06 -0.32
C 5.7972 4.1842 2.0591 -0.01 0.00 0.01 -0.65
H 4.5811 1.0202 6.3367 0.00 -0.01 0.01 0.29
H 5.7568 -0.2985 6.4060 0.00 0.01 0.00 0.36
H 6.2753 1.3107 5.8897 0.00 0.00 0.00 0.31
H 4.3373 -0.5188 4.3764 0.00 0.01 0.00 0.30
H 6.0158 -0.1842 3.9093 0.01 0.02 0.01 0.33
H 6.5617 3.7319 1.4309 -0.01 0.00 -0.01 0.30
H 6.2768 4.7349 2.8666 0.00 0.00 0.00 0.30
H 5.1604 4.8422 1.4764 0.01 0.01 0.00 0.21

***

53
Properties=species:S:1:pos:R:3:forces:R:3:lowdin_spin:R:1 method="wB97M-V/def2-TZVPD" lumo_ev="2.518 / 2.518" multiplicity=5 homo_lumo_gap_ev="6.810 / 6.891" total_charge=-1 de_lowest_ev=1.097
Fe -0.2119 0.6547 -0.4585 0.56 -0.51 -0.35 3.73
O -1.7234 -0.8032 0.7358 0.02 -0.07 0.36 0.03
S -0.7419 -0.3238 1.7652 -0.28 0.07 0.06 0.00
O -1.0167 -0.7790 3.1060 0.01 0.06 -0.07 0.00
O 0.5924 -0.7285 1.2285 -0.05 -0.05 0.14 0.04
O -0.7514 1.1986 1.6444 -0.12 -0.20 -0.23 0.04
C -4.7208 0.3494 0.0532 -0.05 -0.03 -0.02 0.00
N -4.0986 1.6516 -0.0271 -0.11 -0.01 0.10 0.00
C -4.9722 2.7954 0.1200 0.00 -0.01 0.01 0.00
C -2.8675 1.7415 -0.6160 0.11 0.35 -0.18 0.01
N -2.3114 0.8572 -1.3477 0.39 -0.14 0.21 0.02
N -2.1777 2.9227 -0.2955 0.01 -0.14 0.17 0.00
C -0.8106 3.0714 -0.6060 -0.41 0.43 -0.37 0.01
N -0.1256 3.7933 0.3503 0.14 0.02 0.19 0.00
N -0.3622 2.6634 -1.7373 0.11 0.11 -0.05 0.01
H -5.4119 0.3495 0.8971 -0.01 0.00 0.00 0.00
H -3.9540 -0.4027 0.2442 -0.02 0.03 0.03 0.00
H -5.2884 0.0993 -0.8537 0.00 -0.01 -0.01 0.00
H -5.4212 2.8081 1.1158 0.01 0.00 0.01 0.00
H -5.7833 2.7670 -0.6180 -0.01 -0.01 -0.01 0.00
H -4.4205 3.7190 -0.0292 0.00 0.00 -0.01 0.00
H -2.8875 0.0430 -1.5064 -0.04 -0.01 0.07 0.00
H -2.3730 3.2112 0.6533 0.01 -0.05 -0.02 0.00
H -0.3232 3.4262 1.2788 0.00 0.00 -0.01 0.00
H 0.8757 3.7009 0.1888 -0.01 0.00 0.02 0.00
H 0.6229 2.8964 -1.8385 0.00 0.02 0.14 0.00
Se 2.3823 1.4409 -0.5237 -0.05 0.09 -0.14 0.05
C 3.2725 0.9852 1.0904 0.01 0.05 0.00 0.01
C 4.5384 0.4028 1.0567 0.02 -0.02 0.00 0.00
C 5.1923 0.1124 2.2432 -0.04 0.03 0.02 0.00
N 4.6905 0.3513 3.4550 -0.05 0.03 -0.07 0.00
C 3.4730 0.9040 3.4778 0.06 -0.02 -0.01 0.00
C 2.7404 1.2382 2.3525 -0.10 -0.03 0.00 0.00
H 5.0070 0.1793 0.1062 0.01 0.00 0.01 0.00
H 6.1805 -0.3386 2.2160 0.01 -0.01 0.01 0.00
H 3.0531 1.0867 4.4616 0.00 0.00 0.02 0.00
H 1.7472 1.6583 2.4515 0.01 -0.05 0.00 0.00
C 3.3370 -3.5133 -2.0845 0.00 -0.03 0.00 0.00
C 2.1080 -2.7256 -2.5186 0.14 -0.14 -0.22 0.00
S 1.3469 -1.9062 -1.1230 -0.48 0.69 -0.17 0.00
O 0.3712 -0.9406 -1.8196 0.24 -0.36 0.41 0.03
C 0.3294 -3.2753 -0.5147 -0.05 0.05 0.05 0.00
C -0.9814 -3.4122 -1.2658 -0.02 0.01 -0.04 0.00
H 3.8566 -3.9199 -2.9523 -0.01 -0.01 -0.02 0.00
H 3.0774 -4.3491 -1.4331 -0.02 -0.01 0.00 0.00
H 4.0322 -2.8747 -1.5390 0.00 0.03 -0.01 0.00
H 1.3652 -3.3405 -3.0275 0.00 -0.02 -0.05 0.00
H 2.3782 -1.8996 -3.1771 0.01 0.00 0.01 0.00
H 0.1544 -3.0419 0.5354 0.03 0.01 -0.04 0.00
H 0.9589 -4.1642 -0.5915 0.00 -0.04 0.06 0.00
H -1.5668 -2.5029 -1.1412 0.03 -0.04 0.04 0.00
H -1.5441 -4.2490 -0.8492 -0.02 0.00 -0.01 0.00
H -0.8365 -3.5881 -2.3330 0.02 -0.02 -0.01 0.00

***

53
Properties=species:S:1:pos:R:3:forces:R:3:mulliken_charge:R:1 method="wB97M-V/def2-TZVPD" lumo_ev=4.364 homo_lumo_gap_ev=6.709 total_charge=-2 de_lowest_ev=1.855
K 0.3928 -1.0582 0.4289 -0.35 -0.68 -0.29 1.05
O -3.3667 0.6838 -0.5962 0.02 0.05 -0.14 -0.67
C -2.4770 0.3956 -1.6616 -0.02 -0.02 0.04 -0.07
C -2.5888 -1.0070 -2.2443 -0.04 0.03 0.05 -1.07
N -2.1125 -2.0654 -1.3644 -0.05 0.04 0.00 1.02
C -3.0499 -2.3851 -0.2800 0.02 -0.02 -0.01 -1.24
C -2.3705 -2.0339 1.0374 -0.07 0.15 -0.08 0.61
O -1.7780 -3.0166 1.6153 0.01 -0.15 0.13 -0.45
O -2.3345 -0.8560 1.4080 -0.03 -0.03 0.14 -0.74
C -1.7050 -3.2548 -2.1039 -0.01 0.05 -0.01 -0.90
C -0.5202 -3.0758 -3.0896 0.05 -0.04 0.06 0.53
O -0.3377 -4.0554 -3.8404 0.01 0.08 0.00 -0.82
O 0.1377 -2.0086 -3.0147 0.04 -0.07 -0.03 -0.79
H -2.9834 0.2839 0.2122 -0.04 -0.10 0.06 0.52
H -1.4406 0.5652 -1.3523 0.00 0.00 0.00 -0.13
H -2.7049 1.1078 -2.4607 0.00 0.02 -0.04 0.50
H -1.9619 -1.0285 -3.1350 0.01 0.01 0.00 0.45
H -3.6383 -1.1849 -2.5471 -0.01 -0.02 0.00 0.17
H -3.3098 -3.4457 -0.2912 0.01 -0.02 -0.01 0.51
H -3.9611 -1.7919 -0.3795 -0.02 0.01 0.02 0.38
H -2.5454 -3.6864 -2.6729 -0.02 -0.01 -0.01 0.28
H -1.3908 -4.0122 -1.3827 0.00 0.00 0.01 0.41
N 2.4557 -2.2727 -1.1894 0.09 0.07 -0.08 -0.29
N 3.5720 -1.3997 -1.2012 -0.04 0.01 0.04 -0.32
C 3.5141 -0.1957 -0.4368 0.08 0.08 0.03 0.39
O 4.3640 0.6679 -0.7491 -0.09 -0.13 0.03 -0.79
O 2.6510 -0.1374 0.4785 0.56 0.27 -0.06 -0.60
H 2.7988 -3.2223 -1.2357 -0.01 -0.03 0.06 0.19
H 1.8362 -2.1263 -1.9904 -0.02 0.05 0.01 0.18
H 3.9679 -1.2183 -2.1118 0.01 0.02 -0.04 0.24
N -0.7899 -3.3294 3.6990 -0.07 -0.12 0.13 -0.83
C -0.5513 -2.6337 2.6882 0.00 0.05 -0.06 0.11
H -0.0078 -3.1569 4.3293 0.01 0.00 0.02 0.31
C -0.0398 3.3349 -0.8945 0.01 -0.04 0.02 -0.90
N 0.7346 3.3943 0.3333 -0.06 -0.02 0.04 0.14
C 0.6144 4.6623 1.0280 0.03 -0.01 -0.04 -1.23
C 0.6364 2.2314 1.1129 0.11 0.05 0.01 0.23
O -0.1840 1.3676 0.8477 -0.05 0.38 0.06 -0.48
N 1.4880 2.1671 2.1856 0.01 -0.01 0.01 0.26
C 2.8765 2.6039 2.0368 -0.02 -0.02 0.00 -1.11
C 1.3603 0.9918 3.0409 0.01 0.06 -0.03 -0.97
H 0.2310 4.1920 -1.5135 0.01 0.01 0.00 0.34
H -1.1212 3.3419 -0.7111 0.00 0.00 0.00 0.35
H 0.2044 2.4212 -1.4318 -0.01 0.03 0.00 0.22
H -0.4321 4.8870 1.2843 0.00 0.00 -0.02 0.36
H 0.9866 5.4645 0.3862 0.01 0.01 0.01 0.36
H 1.1938 4.6560 1.9472 0.00 -0.02 0.00 0.41
H 3.2671 2.8840 3.0199 -0.02 0.01 0.00 0.32
H 2.9488 3.4569 1.3691 -0.02 0.00 -0.01 0.39
H 3.4694 1.7912 1.6067 -0.01 0.01 0.00 0.24
H 0.3233 0.6658 3.0830 0.01 0.01 -0.01 0.35
H 1.6976 1.2624 4.0452 -0.01 -0.01 0.01 0.30
H 1.9808 0.1784 2.6581 -0.02 -0.01 0.00 0.27

***

46
Properties=species:S:1:pos:R:3:forces:R:3:mulliken_charge:R:1 method="wB97M-V/def2-TZVPD" smiles="NCCCC[C@@H](C(=O)N1CCNCC1)n1cc(CN)nn1" lumo_ev=0.825 homo_lumo_gap_ev=9.453 de_lowest_ev=2.277
O -0.8909 -1.4548 0.0757 0.71 1.03 0.05 -0.69
N 1.7265 3.5243 -0.5062 -1.77 0.26 0.72 -0.49
N 1.8379 2.4396 0.1754 0.99 -1.53 -0.07 -0.66
C 0.2400 -0.9526 0.0370 -2.10 -2.63 -0.91 0.22
C -0.0965 2.3199 -0.7950 -1.58 2.11 -1.14 0.08
C 0.4388 3.5940 -1.0394 2.26 -3.30 0.32 0.07
N 0.8515 5.9243 -1.8515 0.86 0.27 1.62 -0.61
N 3.1554 -3.2770 -2.0027 0.93 1.98 -0.68 -0.31
N 1.2270 -1.7436 -0.6084 -0.76 1.55 0.99 0.32
N -1.8734 2.8804 3.8513 0.61 0.11 0.65 -0.54
N 0.7647 1.6137 -0.0544 0.47 0.17 0.48 1.01
C -0.0517 4.7750 -1.7717 -0.10 0.57 -1.87 -0.74
C 2.1583 -4.0440 -1.2185 0.83 2.71 -0.72 -0.69
C 3.3766 -1.7407 -1.7422 -3.84 -2.19 0.49 -0.95
C 0.8895 -3.1113 -1.1348 1.59 -0.93 1.35 -0.50
C 2.6179 -1.3668 -0.4684 0.82 0.00 0.76 -0.43
C -1.1969 1.8132 4.6553 -0.73 -0.11 -0.62 -0.72
C -1.5519 0.4569 4.0997 -1.83 -1.35 0.60 -0.74
C -0.7589 -0.1272 2.9552 -0.06 -1.10 -0.40 -0.65
C -0.5682 0.8995 1.8282 0.80 -0.75 1.08 -0.46
C 0.4379 0.3870 0.8174 3.18 0.83 -0.18 -0.40
H -1.0937 2.0655 -1.1407 0.30 -0.69 0.40 0.43
H 1.6162 5.8008 -2.5252 -0.30 -0.13 0.78 0.25
H 1.2381 6.1199 -0.8587 -0.51 -0.49 -2.50 0.28
H 3.9937 -3.8040 -2.2856 -0.70 0.73 0.49 0.24
H -1.2727 3.7033 3.8612 -0.49 0.09 -0.01 0.20
H -2.7594 3.1010 4.3442 0.97 0.04 -0.59 0.25
H -0.4427 4.5384 -2.8392 0.57 0.27 1.85 0.31
H -0.8473 5.1399 -1.1671 -1.27 0.28 0.09 0.28
H 2.0390 -4.9598 -1.8284 -0.59 0.33 0.88 0.37
H 2.5227 -4.1983 -0.2078 -0.05 -0.68 0.29 0.30
H 4.3430 -1.4637 -1.6292 3.31 0.24 0.32 0.50
H 2.9596 -1.0335 -2.4701 -0.11 -0.86 -0.70 0.29
H 0.2105 -3.6386 -0.4809 -0.56 0.38 0.22 0.35
H 0.5250 -3.1171 -2.1201 -0.87 0.66 -1.22 0.29
H 2.6929 -0.2702 -0.2215 -0.02 -1.05 -0.57 0.39
H 3.0694 -1.9009 0.4019 -0.16 0.24 -0.39 0.19
H -1.6323 1.8628 5.6501 0.46 -0.10 0.38 0.41
H -0.0865 1.8140 4.7324 -0.63 0.85 -0.16 0.31
H -2.5885 0.3757 3.7700 -0.38 0.78 0.15 0.37
H -1.5883 -0.1793 4.9981 0.53 -0.49 -0.45 0.43
H 0.1829 -0.4201 3.4546 0.24 0.01 -0.91 0.34
H -1.2263 -1.0664 2.4689 0.59 1.38 1.21 0.21
H -1.4908 1.1368 1.3247 -0.44 0.31 0.19 0.23
H -0.0904 1.7925 2.3358 -0.67 -0.67 -1.16 0.26
H 1.3344 0.1336 1.4728 -0.48 0.88 -1.10 0.39

***

no.,E (eV)
1,-76008.1125
2,-57718.9659
3,-154472.5774
4,-55534.5497
5,-26361.2144